# C37H62F2NO8P

6 unconnected molecules or ions with the total composition C37H62F2NO8P (wB97M-V/def2-TZVPD, the OMol25 dataset).

## Properties
**Frontier orbital gap**: 0.250 Ha
**SMILES**: CNCc1c(F)c(C)c2c(c1Cc1ccccc1)C(=O)C([PH2]=O)=C([C@@H](C)F)C2=O.CC(C)O.CC(C)O.CC(C)O.CC(C)O.CC(C)O

CARTESIAN COORDINATES (ANGSTROEM)
C (4.432, -2.582, 4.742)
N (2.930, -2.682, 4.734)
C (2.369, -2.149, 3.435)
C (2.601, -0.559, 3.300)
C (2.407, 0.358, 4.549)
F (2.009, -0.164, 5.819)
C (2.611, 1.906, 4.429)
C (2.344, 2.786, 5.754)
C (3.047, 2.544, 3.092)
C (3.254, 1.653, 1.799)
C (3.016, 0.133, 1.939)
C (3.150, -0.863, 0.681)
C (1.621, -1.203, 0.241)
C (0.989, -2.612, 0.312)
C (-0.523, -2.761, -0.109)
C (-1.343, -1.502, -0.560)
C (-0.701, -0.086, -0.657)
C (0.786, 0.045, -0.243)
C (3.662, 2.393, 0.435)
O (4.442, 1.931, -0.427)
C (3.015, 3.870, 0.251)
P (2.538, 4.415, -1.492)
O (3.740, 4.099, -2.419)
C (2.822, 4.673, 1.428)
C (2.151, 6.124, 1.366)
C (3.278, 7.163, 0.898)
F (0.937, 6.175, 0.589)
C (3.285, 4.126, 2.881)
O (3.813, 4.882, 3.731)
H (4.711, -1.475, 4.825)
H (4.771, -3.097, 5.722)
H (4.938, -3.123, 3.866)
H (2.735, -3.704, 4.666)
H (1.249, -2.364, 3.355)
H (2.919, -2.744, 2.604)
H (2.884, 3.789, 5.748)
H (2.502, 2.187, 6.720)
H (1.210, 3.029, 5.728)
H (3.650, -0.390, -0.228)
H (3.748, -1.811, 0.931)
H (1.584, -3.518, 0.673)
H (-1.040, -3.788, -0.062)
H (-2.442, -1.593, -0.836)
H (-1.249, 0.861, -0.969)
H (1.304, 1.074, -0.287)
H (2.113, 5.781, -1.534)
H (1.458, 3.557, -1.918)
H (1.853, 6.389, 2.450)
H (3.598, 7.049, -0.194)
H (4.219, 6.919, 1.526)
H (2.929, 8.210, 1.185)
C (-0.201, -3.065, 8.445)
C (1.013, -3.881, 8.027)
C (2.184, -3.655, 8.970)
O (1.395, -3.519, 6.702)
H (0.024, -1.994, 8.423)
H (-1.030, -3.229, 7.752)
H (-0.529, -3.332, 9.453)
H (0.753, -4.944, 8.012)
H (2.490, -2.604, 8.967)
H (3.052, -4.238, 8.652)
H (1.927, -3.940, 9.994)
H (1.628, -2.580, 6.702)
C (-2.353, -2.242, -4.530)
C (-3.487, -2.493, -3.548)
C (-4.742, -2.970, -4.262)
O (-3.773, -1.289, -2.838)
H (-2.626, -1.464, -5.250)
H (-1.461, -1.889, -4.004)
H (-2.098, -3.152, -5.079)
H (-3.176, -3.239, -2.811)
H (-5.096, -2.216, -4.973)
H (-5.552, -3.135, -3.546)
H (-4.558, -3.901, -4.803)
H (-4.049, -0.622, -3.482)
C (3.137, -5.951, -3.144)
C (2.004, -6.201, -2.161)
C (0.746, -6.672, -2.874)
O (1.722, -5.000, -1.446)
H (2.866, -5.169, -3.861)
H (4.030, -5.602, -2.619)
H (3.388, -6.859, -3.697)
H (2.313, -6.951, -1.428)
H (0.392, -5.915, -3.582)
H (-0.063, -6.837, -2.157)
H (0.926, -7.602, -3.419)
H (1.447, -4.329, -2.087)
C (-1.420, 5.924, -1.245)
C (-2.288, 6.390, -2.403)
C (-2.604, 7.873, -2.298)
O (-3.505, 5.646, -2.412)
H (-1.931, 6.074, -0.289)
H (-1.211, 4.854, -1.328)
H (-0.471, 6.465, -1.222)
H (-1.778, 6.189, -3.350)
H (-3.156, 8.090, -1.378)
H (-3.238, 8.191, -3.130)
H (-1.690, 8.473, -2.305)
H (-3.965, 5.816, -1.579)
C (-7.543, -1.175, -7.879)
C (-6.793, -0.197, -6.988)
C (-7.101, 1.243, -7.365)
O (-5.390, -0.429, -7.105)
H (-7.251, -1.051, -8.927)
H (-7.303, -2.206, -7.604)
H (-8.623, -1.034, -7.798)
H (-7.065, -0.370, -5.943)
H (-6.794, 1.451, -8.395)
H (-6.547, 1.935, -6.725)
H (-8.168, 1.457, -7.269)
H (-5.139, -0.279, -8.026)

Löwdin atomic charge list, values in e, 6 entries: C -0.127; N -0.167; C -0.171; C -0.004; C -0.056; F -0.013

# C3H8FNO

2 unconnected molecules or ions with the total composition C3H8FNO (wB97M-V/def2-TZVPD, the OMol25 dataset).

## Properties
**Frontier orbital gap**: 0.388 Ha
**SMILES**: [H]/N=C(\F)CC.O

CARTESIAN COORDINATES (ANGSTROEM)
H (1.307, -0.376, -2.595)
N (0.445, -0.378, -1.941)
C (0.236, 0.466, -1.011)
F (1.057, 1.595, -1.004)
C (-1.048, 0.358, -0.358)
C (-1.206, 0.621, 1.124)
H (-1.252, -0.742, -0.490)
H (-1.769, 1.040, -0.761)
H (-2.257, 0.753, 1.466)
H (-0.723, 1.419, 1.584)
H (-0.818, -0.371, 1.618)
O (1.769, -1.343, 0.494)
H (2.229, -0.789, 1.056)
H (2.030, -2.253, 0.817)

natural (NBO) atomic charge list, values in e, 6 entries: H 0.372; N -0.677; C 0.653; F -0.363; C -0.513; C -0.601

# C21H31N4

2 unconnected molecules or ions with the total composition C21H31N4 (wB97M-V/def2-TZVPD, the OMol25 dataset).

## Properties
**Frontier orbital gap**: 0.185 Ha
**Total charge**: +1

CARTESIAN COORDINATES (ANGSTROEM)
C (-1.448, -1.312, 1.130)
N (-1.049, -2.711, 1.119)
C (-2.118, -3.686, 1.372)
C (-1.799, -5.033, 0.737)
C (-0.412, -5.508, 1.158)
N (0.616, -4.459, 1.022)
C (2.007, -4.932, 0.983)
C (2.940, -3.842, 1.481)
C (2.549, -2.518, 0.822)
N (1.205, -2.149, 0.992)
C (0.307, -3.087, 1.041)
H (-0.632, -0.688, 0.770)
H (-2.315, -1.167, 0.487)
H (-1.709, -1.013, 2.143)
H (-2.231, -3.783, 2.457)
H (-3.064, -3.282, 0.992)
H (-2.559, -5.778, 1.006)
H (-1.839, -4.941, -0.355)
H (-0.415, -5.845, 2.201)
H (-0.092, -6.365, 0.557)
H (2.095, -5.847, 1.579)
H (2.237, -5.203, -0.052)
H (2.856, -3.753, 2.571)
H (3.988, -4.097, 1.271)
H (3.178, -1.697, 1.195)
H (2.738, -2.575, -0.258)
C (-3.285, 4.893, -2.819)
C (-4.407, 4.222, -2.005)
C (-3.834, 2.879, -1.528)
N (-2.354, 2.987, -1.603)
C (-1.508, 2.309, -0.769)
C (-0.133, 2.433, -0.799)
C (0.713, 2.063, 0.235)
C (2.127, 2.307, 0.216)
C (2.841, 2.608, 1.397)
C (4.166, 2.975, 1.346)
C (4.837, 3.015, 0.135)
C (4.172, 2.683, -1.032)
C (2.840, 2.344, -0.998)
C (-1.982, 4.162, -2.439)
H (-3.488, 4.801, -3.892)
H (-3.225, 5.968, -2.613)
H (-4.682, 4.850, -1.150)
H (-5.321, 4.085, -2.596)
H (-4.135, 2.640, -0.504)
H (-4.151, 2.053, -2.170)
H (-1.955, 1.706, 0.000)
H (0.300, 2.963, -1.627)
H (0.263, 1.712, 1.147)
H (2.321, 2.609, 2.340)
H (4.681, 3.265, 2.249)
H (5.872, 3.312, 0.099)
H (4.699, 2.708, -1.970)
H (2.332, 2.083, -1.908)
H (-1.415, 3.828, -3.312)
H (-1.325, 4.808, -1.850)

natural (NBO) atomic charge list, values in e, 6 entries: C -0.402; N -0.446; C -0.200; C -0.418; C -0.197; N -0.457

# C3H9N2O7S2

2 unconnected molecules or ions with the total composition C3H9N2O7S2 (wB97M-V/def2-TZVPD, the OMol25 dataset).

## Properties
**Frontier orbital gap**: 0.299 Ha
**Total charge**: -1

CARTESIAN COORDINATES (ANGSTROEM)
C (1.038, 0.700, -1.801)
C (-0.718, -0.665, 0.282)
C (0.758, -0.667, 0.143)
N (1.440, 0.182, 0.945)
N (-1.161, 0.373, 1.181)
O (-1.324, 1.653, -2.659)
O (-2.440, -2.158, 1.565)
O (-0.569, 2.463, -0.444)
O (0.548, 3.159, -2.424)
O (-0.228, -1.795, 2.589)
O (-0.398, -3.307, 0.820)
O (1.441, -1.818, -0.095)
S (-0.160, 2.049, -1.953)
S (-1.022, -2.145, 1.449)
H (1.974, 1.298, -1.664)
H (0.944, 0.199, -2.750)
H (-1.219, -0.487, -0.626)
H (1.289, 1.171, 0.762)
H (2.512, 0.100, 0.928)
H (-0.552, 0.479, 1.990)
H (-1.030, 1.880, 0.090)
H (-1.949, -0.064, 1.671)
H (0.826, -2.599, 0.002)

natural (NBO) atomic charge list, values in e, 6 entries: C -0.979; C -0.432; C 0.712; N -0.829; N -0.876; O -0.981

no.,E_tot (a.u.),highest occupied orbital energy (eV)
1,-2644.3662,-8.3
2,-348.9125,-9.9
3,-1037.5674,-9.6
4,-1552.2858,-4.8